[1]
41
Properties=species:S:1:pos:R:3 method="wB97M-V/def2-TZVPD" homo_lumo_gap_ev=8.171 lumo_ev=-6.9 total_charge=+2 largest_force_ev_per_a=3.6 relative_energy_kcal_mol=8.66
C 4.734 -2.237 -3.889
C 4.318 -2.066 -2.459
H 5.722 -2.717 -3.965
H 4.785 -1.245 -4.351
H 3.992 -2.868 -4.389
O 4.855 -2.355 -1.427
I 2.295 -1.071 -2.339
Ga -0.514 0.262 -0.375
P -1.315 -1.844 0.209
C -1.622 -2.545 1.867
C -3.021 -1.811 -0.460
H -3.379 -2.841 -0.547
H -1.079 -4.010 -0.827
H -3.034 -1.324 -1.440
H -0.138 -2.755 -1.715
H -2.217 -1.858 2.480
H -3.669 -1.245 0.215
C -0.423 -3.133 -0.724
H -2.181 -3.488 1.752
H 0.496 -3.403 -0.188
H -0.679 -2.754 2.385
P 0.652 2.158 0.307
C 0.990 2.763 1.997
C 2.234 2.276 -0.594
H -0.780 3.266 -1.325
H 0.193 4.430 -0.367
H -1.260 3.654 0.337
C -0.405 3.514 -0.328
H 2.127 1.859 -1.604
H 2.529 3.335 -0.650
H 1.399 3.785 1.929
H 1.721 2.123 2.504
H 3.000 1.693 -0.066
H 0.072 2.793 2.594
Cl -1.534 0.812 -2.276
C -3.388 1.585 3.364
C -2.644 1.251 2.172
N -2.047 0.978 1.203
H -4.364 1.075 3.352
H -3.591 2.668 3.381
H -2.830 1.290 4.257

***

[2]
47
Properties=species:S:1:pos:R:3 method="wB97M-V/def2-TZVPD" homo_lumo_gap_ev=8.512 lumo_ev=0.3 total_charge=0 largest_force_ev_per_a=1.3 smiles="CC(C)C[C@@H](NC(N)=O)C(=O)OCC(=O)Nc1ccc(OC(F)F)cc1"
C 1.234 4.676 -0.987
C 1.398 4.515 0.523
C 1.394 5.886 1.196
C 0.277 3.621 1.066
C 0.551 3.068 2.468
N -0.674 2.599 3.096
C -1.160 1.376 2.753
N -2.252 0.961 3.447
O -0.689 0.728 1.832
C 1.536 1.891 2.504
O 1.742 1.264 3.511
O 2.135 1.674 1.339
C 3.041 0.582 1.246
C 2.598 -0.463 0.212
O 3.429 -1.087 -0.412
N 1.258 -0.594 0.119
C 0.533 -1.446 -0.715
C 1.129 -2.343 -1.600
C 0.341 -3.147 -2.399
C -1.043 -3.071 -2.323
O -1.759 -3.933 -3.155
C -3.021 -3.608 -3.473
F -3.361 -4.274 -4.587
F -3.915 -4.009 -2.524
C -1.646 -2.194 -1.434
C -0.857 -1.384 -0.639
H 2.013 5.319 -1.389
H 0.268 5.121 -1.218
H 1.297 3.711 -1.483
H 2.359 4.029 0.714
H 2.197 6.502 0.799
H 0.451 6.396 1.012
H 1.537 5.805 2.271
H 0.117 2.780 0.392
H -0.650 4.196 1.110
H 0.971 3.849 3.109
H -0.991 3.044 3.939
H -2.518 1.392 4.314
H -2.566 0.020 3.281
H 3.131 0.096 2.226
H 4.017 0.970 0.945
H 0.675 -0.025 0.731
H 2.202 -2.403 -1.658
H 0.785 -3.846 -3.088
H -3.195 -2.527 -3.642
H -2.720 -2.146 -1.339
H -1.313 -0.699 0.058

***

[3]
34
Properties=species:S:1:pos:R:3 method="wB97M-V/def2-TZVPD" homo_lumo_gap_ev="6.089 / 5.076" lumo_ev="-3.9 / -5.8" spin_multiplicity=5 total_charge=+1 largest_force_ev_per_a=1.9 relative_energy_kcal_mol=22.42
Os -0.401 -0.078 -0.192
I -0.249 5.112 -0.387
C 1.308 3.730 -0.387
C 2.646 4.116 -0.317
C 3.661 3.184 -0.301
I 5.641 3.862 -0.247
C 3.368 1.801 -0.322
C 4.302 0.753 -0.277
C 3.868 -0.558 -0.283
C 2.515 -0.846 -0.326
N 1.589 0.121 -0.365
C 2.005 1.433 -0.378
C 0.953 2.380 -0.454
O -0.276 1.943 -0.582
H 2.896 5.167 -0.276
H 5.361 0.972 -0.242
H 4.577 -1.372 -0.249
H 2.155 -1.866 -0.326
O -2.412 -0.201 -0.294
N -3.029 -1.385 -0.307
C -4.374 -1.388 -0.258
C -5.061 -2.572 -0.263
C -4.354 -3.772 -0.317
C -2.977 -3.744 -0.376
C -2.308 -2.525 -0.376
S -0.584 -2.399 -0.495
H -4.836 -0.413 -0.210
H -6.140 -2.554 -0.220
H -4.880 -4.717 -0.313
H -2.396 -4.654 -0.418
I -1.686 1.549 2.645
C -0.482 -0.112 2.113
H -0.925 -1.017 2.514
H 0.527 0.050 2.485